1) # C4H8

A 2-piece molecular cluster, C4H8 overall (ωB97M-V/def2-TZVPD, OMol25).

## Properties
* SMILES string: C=C.C=C
* net charge: 0
* E_LUMO: 1.2972 eV
* gap between HOMO and LUMO: 11.30 eV

Last column: Mulliken charge in e.
Geometry (Å):
C  2.29590  0.32003  -0.33950  -0.42
C  1.49495  1.37532  -0.32943  -0.53
H  1.91472  -0.63369  -0.69621  0.21
H  3.35234  0.32012  -0.10883  0.25
H  0.56218  1.37697  -0.88638  0.27
H  1.75517  2.30487  0.15700  0.22
C  -2.02889  -1.48834  0.28396  -0.46
C  -1.78564  -0.19666  0.43017  -0.46
H  -2.93676  -1.85783  -0.17258  0.24
H  -1.32815  -2.20663  0.68085  0.22
H  -2.46390  0.59048  0.12592  0.24
H  -0.83193  0.09537  0.85503  0.21

2) # C4H8

A 2-piece molecular cluster, C4H8 overall (ωB97M-V/def2-TZVPD, OMol25).

## Properties
* SMILES string: C=C.C=C
* net charge: 0
* E_LUMO: 1.1144 eV
* gap between HOMO and LUMO: 11.21 eV

Last column: Mulliken charge in e.
Geometry (Å):
C  -0.39566  -1.61919  1.94435  -0.35
C  0.08859  -1.88860  3.12453  -0.47
H  -0.68419  -0.50100  1.74624  0.20
H  -0.19352  -2.46978  1.21248  0.22
H  0.30480  -1.14613  3.97465  0.20
H  0.48220  -2.89646  3.28308  0.20
C  0.63029  1.83636  -2.19370  -0.46
C  -0.47040  1.62475  -2.95230  -0.42
H  0.84815  1.26034  -1.27245  0.20
H  1.22959  2.71268  -2.33872  0.24
H  -1.06509  0.80311  -2.69358  0.24
H  -0.77475  2.28393  -3.83460  0.20

3) # C4H8

A 2-piece molecular cluster, C4H8 overall (ωB97M-V/def2-TZVPD, OMol25).

## Properties
* SMILES string: C=C.C=C
* net charge: 0
* E_LUMO: 1.2426 eV
* gap between HOMO and LUMO: 10.00 eV

Last column: Mulliken charge in e.
Geometry (Å):
C  0.37967  0.22950  1.00154  -0.41
C  0.51343  -0.92053  1.62435  -0.52
H  -0.24050  1.09024  1.47451  0.24
H  0.59828  0.42279  0.00095  0.17
H  0.13703  -0.91062  2.64255  0.21
H  0.85114  -1.82365  1.21097  0.32
C  0.01851  0.76368  -1.56684  -0.64
C  -0.81361  -0.09591  -1.02300  -0.56
H  0.75532  0.43416  -2.30951  0.24
H  0.09569  1.78605  -1.32611  0.34
H  -0.78903  -1.09446  -1.49047  0.22
H  -1.50590  0.11876  -0.23894  0.38

Energy above the most stable structure, in hartree: 1) 0.0000; 2) 0.0201; 3) 0.0671

1) # C29H80O11

A 11-piece molecular cluster, C29H80O11 overall (ωB97M-V/def2-TZVPD, OMol25).

## Properties
* SMILES string: CC(C)O.CC(C)O.CC(C)O.CC(C)O.CC(C)O.CC(C)O.CC(C)O.CC(C)O.CC(C)O.CO.CO
* net charge: 0
* E_LUMO: 0.4637 eV
* gap between HOMO and LUMO: 10.16 eV

Last column: Mulliken charge in e.
Geometry (Å):
C  13.40551  15.45423  14.19136  -1.08
C  13.77084  14.49338  15.31812  0.70
C  15.16089  14.76900  15.82842  -1.23
O  12.79173  14.57924  16.36808  -0.60
H  12.45736  15.22821  13.71628  -0.05
H  14.22136  15.46531  13.48121  0.27
H  13.27552  16.39006  14.71180  0.57
H  13.67712  13.46314  14.95681  0.18
H  15.97222  14.29513  15.28087  0.25
H  15.24342  14.52902  16.89398  0.36
H  15.36742  15.84660  15.76285  0.32
H  13.07843  13.97745  17.08567  0.35
C  12.71443  18.32850  10.58140  -0.88
C  12.32366  18.35998  9.10725  0.14
C  12.45444  16.94845  8.54316  0.75
O  11.05168  18.95313  8.98095  -0.65
H  12.02052  17.74633  11.20589  -0.06
H  12.78699  19.36868  10.90138  0.40
H  13.67006  17.86946  10.73580  0.30
H  13.02631  19.00553  8.58913  0.41
H  12.35184  16.97447  7.43655  0.29
H  11.58007  16.38499  8.81089  -0.85
H  13.39155  16.47098  8.84600  -0.30
H  10.42539  18.23647  9.19603  0.44
C  16.81297  16.76530  8.83449  -1.72
C  16.15533  15.60268  9.50164  1.17
C  15.69483  14.55454  8.51136  -0.91
O  17.01240  14.93537  10.47815  -0.57
H  17.09805  17.57041  9.49562  0.38
H  16.19613  17.18773  8.05022  0.37
H  17.66707  16.34934  8.26684  0.45
H  15.35479  16.00002  10.14450  -0.32
H  16.54481  14.18335  7.91395  0.60
H  14.93430  14.96315  7.81315  0.30
H  15.35809  13.66719  9.05768  -0.07
H  17.80796  14.63453  10.02095  0.33
C  17.09014  10.38804  8.26467  -1.13
C  15.77161  9.68789  8.12115  0.32
C  14.65483  10.68953  8.27134  -0.16
O  15.65282  9.13136  6.78036  -0.58
H  17.02257  11.20232  7.55436  0.28
H  17.90061  9.75255  7.98674  0.39
H  17.23699  10.84018  9.24149  0.09
H  15.73389  8.82745  8.82240  0.39
H  14.73672  11.28685  9.19419  -0.51
H  13.69998  10.16552  8.31036  0.14
H  14.65586  11.33384  7.38565  0.41
H  15.90982  8.20773  6.76615  0.35
C  12.10668  13.64925  6.23562  -1.52
C  11.18965  13.69390  7.47362  2.47
C  9.83471  14.14992  7.00737  -1.32
O  11.04105  12.41161  8.16878  -0.52
H  12.14576  14.62921  5.75604  0.40
H  11.65828  12.94823  5.54633  0.45
H  13.14198  13.41313  6.51279  0.13
H  11.55864  14.39884  8.23457  -1.40
H  9.39672  13.52265  6.21996  0.43
H  9.86131  15.18435  6.64201  0.36
H  9.14495  14.04922  7.82750  0.16
H  10.68413  11.79490  7.52224  0.22
C  12.74762  9.63235  11.90375  -0.33
C  11.67505  8.68019  11.48998  1.26
C  12.25100  7.56711  10.63294  -1.39
O  10.97090  8.11931  12.59816  -0.59
H  13.25782  10.06594  11.02027  -0.21
H  13.52730  9.10074  12.46016  0.59
H  12.37152  10.42668  12.52528  -0.13
H  10.87334  9.26128  10.96400  -0.60
H  11.49862  6.86215  10.29670  0.38
H  12.91647  7.04656  11.29273  0.41
H  12.83193  7.94922  9.79393  0.24
H  11.66694  7.65908  13.10840  0.38
C  7.46332  10.91335  11.55242  -0.47
C  7.04991  10.51421  10.15628  0.18
C  8.26953  10.58970  9.21832  -0.59
O  6.44585  9.22067  10.14610  -0.58
H  6.74266  10.56082  12.26718  0.44
H  7.58382  12.00067  11.67204  0.08
H  8.46497  10.49274  11.70694  -0.13
H  6.28623  11.17861  9.74532  0.30
H  8.90131  11.44688  9.43652  -0.10
H  7.98728  10.43332  8.16867  0.37
H  8.90274  9.69157  9.35680  0.19
H  7.12776  8.56190  10.35245  0.35
C  15.57896  12.45373  12.60474  -0.05
C  16.31810  11.19978  12.16086  1.23
C  17.80972  11.47278  12.00970  -1.75
O  16.18143  10.11049  13.11124  -0.56
H  14.49166  12.32258  12.78148  -0.25
H  15.73089  13.26229  11.88235  0.04
H  16.06082  12.78134  13.51742  0.17
H  15.85991  10.79394  11.26065  -0.39
H  18.17543  11.83529  12.97275  0.55
H  18.02915  12.25022  11.27194  0.18
H  18.33055  10.59397  11.68810  0.45
H  16.83575  10.26562  13.79491  0.37
C  8.31129  14.79127  10.44443  -0.80
C  8.59256  16.26362  10.51741  0.07
C  9.56225  16.52751  11.64834  -0.72
O  9.22758  16.81299  9.31993  -0.50
H  9.24305  14.22904  10.50761  -0.30
H  7.67830  14.53502  9.56968  0.53
H  7.73590  14.50898  11.32235  0.54
H  7.70802  16.87549  10.63771  0.43
H  9.24691  16.04323  12.57529  0.44
H  9.68734  17.57921  11.90264  0.52
H  10.55394  16.20471  11.34196  -0.52
H  8.55257  16.89747  8.62893  0.25
C  12.53561  13.52273  10.88007  1.19
O  11.41878  12.65003  10.91584  1.19
H  12.35254  14.46750  10.32950  -0.63
H  12.65748  13.79825  11.93304  -0.33
H  13.44141  13.06155  10.45448  -0.64
H  11.26678  12.30564  10.01440  -0.42
C  10.19646  12.46251  14.22888  -0.45
O  9.62275  13.13750  13.11522  -0.37
H  10.57246  11.49190  13.91757  0.14
H  11.05524  12.99377  14.65332  0.03
H  9.43057  12.31473  14.99649  0.33
H  10.13136  12.84863  12.35664  0.10

2) # C29H80O11

A 11-piece molecular cluster, C29H80O11 overall (ωB97M-V/def2-TZVPD, OMol25).

## Properties
* SMILES string: CC(C)O.CC(C)O.CC(C)O.CC(C)O.CC(C)O.CC(C)O.CC(C)O.CC(C)O.CC(C)O.CO.CO
* net charge: 0
* E_LUMO: 0.2551 eV
* gap between HOMO and LUMO: 9.68 eV

Last column: Mulliken charge in e.
Geometry (Å):
C  0.65661  -0.27100  0.37373  0.75
C  0.25883  0.60001  -0.78788  1.04
C  -1.07519  1.04429  -0.89512  -1.24
O  1.09551  1.70633  -0.65799  0.13
H  0.52930  0.18463  1.47470  -0.26
H  1.62191  -0.54206  0.22447  0.22
H  -0.05037  -1.08193  0.45160  -0.94
H  0.41787  0.25857  -1.71216  0.43
H  -1.36391  1.81599  -1.65382  0.07
H  -1.37200  1.48872  0.01113  0.38
H  -1.59399  0.05881  -1.14429  -0.31
H  1.11846  2.19952  -1.50157  -0.29
C  -1.42567  4.69130  -1.14581  -0.28
C  -0.61814  5.90274  -1.69246  -0.02
C  0.80339  5.95070  -1.03233  -1.04
O  -0.52694  5.67949  -3.01466  -0.64
H  -1.58073  4.76919  0.00936  0.23
H  -0.82286  3.94574  -1.40058  -0.65
H  -2.14464  4.30352  -1.67250  0.75
H  -1.00415  6.79558  -1.32763  0.58
H  1.38029  5.11664  -1.13991  0.04
H  0.58875  6.01533  0.08919  0.28
H  1.37372  6.66421  -1.48704  0.51
H  -0.49836  6.65083  -3.49234  0.38
C  5.22646  -0.26588  -1.20046  -1.52
C  3.89023  -0.16983  -2.08755  1.39
C  3.64422  1.07836  -2.76259  -0.80
O  4.10663  -1.20845  -3.15923  -0.65
H  5.93675  0.04472  -1.79316  0.63
H  5.34873  -1.32947  -0.76860  0.21
H  5.29124  0.44194  -0.34638  0.25
H  2.97864  -0.42149  -1.74269  -0.25
H  2.77218  1.13229  -3.50424  -0.16
H  4.49169  1.20252  -3.50848  0.38
H  3.50335  1.91302  -2.12080  0.16
H  3.32521  -1.47805  -3.53740  0.35
C  4.35529  -0.17880  2.58463  -1.17
C  3.96187  -1.64843  2.82995  0.85
C  4.66021  -2.31204  4.00395  -1.82
O  2.60646  -1.52155  3.05417  -0.30
H  5.46384  0.00766  2.50578  0.37
H  4.04044  0.18058  3.58257  0.40
H  3.79117  0.38996  1.95330  0.12
H  4.09999  -2.19655  1.92364  0.15
H  4.20953  -1.98784  4.86344  0.45
H  5.76029  -2.25986  4.14909  0.35
H  4.41684  -3.29846  4.08433  0.50
H  2.20718  -2.35418  2.89773  0.14
C  -2.05300  -3.25390  0.55786  -1.04
C  -2.29941  -4.52142  -0.01004  0.32
C  -3.85507  -4.68015  -0.52655  -1.03
O  -1.50260  -4.70031  -1.20054  -0.46
H  -1.02317  -3.10437  0.74836  0.30
H  -2.68367  -3.10664  1.32226  0.68
H  -1.96310  -2.40929  -0.16084  -0.24
H  -2.07334  -5.38526  0.70594  0.27
H  -4.04587  -5.64118  -1.07560  0.37
H  -4.00960  -3.81542  -1.47778  -0.13
H  -4.52519  -4.59093  0.20041  0.57
H  -1.37881  -5.59098  -1.37602  0.28
C  0.77990  3.42315  2.80995  -0.59
C  2.38582  3.58589  2.98558  1.59
C  2.96898  4.51309  1.94996  -1.29
O  2.72906  4.01505  4.26454  -0.62
H  0.14149  3.07638  1.84753  -0.12
H  0.06620  4.38586  2.89436  0.26
H  0.50281  2.67017  3.56988  0.09
H  2.81883  2.54847  2.83616  -0.59
H  3.99338  4.21686  1.97699  0.43
H  2.63534  5.49975  2.06787  0.45
H  2.53195  4.34175  0.84999  -0.03
H  2.43366  3.43417  4.93822  0.35
C  -0.77731  -1.60213  5.41072  -1.33
C  -0.65712  -0.76125  4.09514  1.19
C  -1.87964  0.14227  3.78645  -1.37
O  0.54257  0.00081  4.13747  -0.43
H  0.06339  -2.22480  5.37453  0.41
H  -1.59681  -2.51677  5.36591  0.26
H  -0.82736  -0.92720  6.28078  0.29
H  -0.61056  -1.53888  3.28412  -0.22
H  -1.89300  0.77195  4.60278  0.50
H  -2.84639  -0.54173  3.76320  0.22
H  -1.63282  0.70280  3.01577  0.26
H  1.37284  -0.45626  3.94905  0.27
C  -4.44112  -0.34697  0.71158  -1.03
C  -5.81528  -0.29169  0.20619  0.55
C  -6.44587  -1.74273  0.14081  -1.44
O  -6.60287  0.41290  1.16387  -0.60
H  -3.83976  0.50257  0.63819  0.61
H  -3.94685  -1.03858  0.00990  -0.15
H  -4.29110  -0.69875  1.69865  0.34
H  -5.73937  0.33186  -0.69357  0.27
H  -6.58094  -2.29864  1.13692  0.29
H  -5.98185  -2.28765  -0.52299  0.28
H  -7.27270  -1.75913  -0.46476  0.52
H  -6.08482  1.31176  1.23299  0.33
C  -1.89946  -0.86713  -4.34667  -1.39
C  -2.15436  -2.14237  -3.52577  1.30
C  -2.86043  -3.28923  -4.35565  -1.86
O  -0.89885  -2.47388  -2.98265  -0.47
H  -1.30557  -0.16703  -3.75828  0.11
H  -2.96771  -0.41693  -4.68245  0.29
H  -1.22784  -1.16556  -4.99669  0.55
H  -2.69478  -1.87411  -2.80374  -0.05
H  -3.10401  -3.95927  -3.57435  0.39
H  -2.21633  -3.73949  -4.97688  0.46
H  -3.75215  -3.10071  -4.83669  0.45
H  -1.03692  -3.42713  -2.42988  0.28
C  0.75450  2.57310  -4.65062  -0.89
O  0.72763  3.04800  -3.28918  -0.32
H  0.81222  1.45644  -4.43376  0.18
H  1.65509  3.08488  -5.17452  0.16
H  -0.04353  2.85167  -5.02302  0.60
H  0.37148  3.89424  -3.29930  0.21
C  2.10452  -4.10769  -0.73667  -0.34
O  1.36866  -5.23531  -0.28353  -0.52
H  2.64877  -4.06534  -1.66944  0.35
H  2.98160  -3.89144  -0.09730  0.20
H  1.36745  -3.28022  -0.81339  0.03
H  0.72405  -5.46733  -1.05886  0.30

Energy above the most stable structure, in hartree: 1) 0.0000; 2) 0.4975